Record 1
50
Properties=species:S:1:pos:R:3:forces:R:3:nbo_charge:R:1 method="wB97M-V/def2-TZVPD" energy_ha=-1472.82665 smiles="O=C(NC[C@H]1CCCO1)c1ccc2c(c1)N(Cc1ccccc1)CCS2" homo_ev=-7.68 e_lumo_ha=0.0193 de_lowest_kj_mol=100.19
O -0.067 -3.723 -0.245 -0.09 -0.21 0.13 -0.6152
C 0.424 -2.622 -0.396 0.14 0.09 -0.21 0.6675
N 0.588 -2.053 -1.621 -0.01 0.32 -0.17 -0.6156
H 0.974 -1.125 -1.674 0.05 -0.10 0.11 0.3919
C -0.046 -2.571 -2.807 -0.51 -0.21 -0.20 -0.2403
H -0.290 -3.618 -2.618 0.10 0.10 -0.09 0.2431
H 0.642 -2.508 -3.655 -0.06 -0.02 0.01 0.1908
C -1.341 -1.802 -3.129 0.34 0.01 0.42 0.0901
C -1.090 -0.308 -3.406 -0.19 -0.17 0.01 -0.4451
H -1.322 0.315 -2.544 0.08 0.02 0.02 0.2346
C -1.999 -0.023 -4.600 0.04 -0.25 -0.02 -0.4263
H -1.643 0.792 -5.225 -0.02 0.07 -0.03 0.2135
C -1.970 -1.372 -5.314 -0.02 0.26 -0.25 -0.0637
H -2.843 -1.559 -5.942 0.07 0.03 -0.02 0.1915
O -1.965 -2.341 -4.286 0.03 -0.19 0.06 -0.5249
H -1.062 -1.463 -5.930 -0.09 0.02 0.01 0.1559
H -3.011 0.199 -4.261 -0.05 0.04 -0.02 0.2058
H -0.047 -0.150 -3.689 0.09 0.04 0.01 0.1910
H -2.036 -1.935 -2.289 0.11 0.03 -0.06 0.1828
C 0.922 -1.801 0.743 0.07 0.09 0.49 -0.1309
C 0.833 -0.416 0.735 0.05 -0.13 -0.07 -0.2734
C 1.226 0.360 1.829 0.08 -0.39 -0.07 0.2272
C 1.748 -0.318 2.945 0.06 0.24 0.19 -0.2362
C 1.825 -1.705 2.955 -0.08 0.13 -0.12 -0.2029
C 1.406 -2.451 1.875 -0.09 -0.03 -0.20 -0.1853
H 1.448 -3.528 1.888 -0.02 -0.12 0.00 0.2348
H 2.223 -2.186 3.835 0.07 -0.11 0.07 0.2200
S 2.343 0.491 4.402 0.01 0.23 -0.02 0.2618
C 2.362 2.211 3.817 -0.04 -0.43 0.09 -0.5310
C 1.084 2.471 3.030 0.08 0.12 0.25 -0.2142
N 1.098 1.734 1.793 0.00 0.29 -0.02 -0.4586
C 0.870 2.426 0.553 0.02 -0.02 -0.04 -0.2167
C -0.550 2.381 0.024 -0.02 0.06 -0.06 -0.0632
C -1.599 1.873 0.775 0.10 0.04 0.00 -0.1647
C -2.882 1.839 0.254 -0.08 -0.01 0.00 -0.2148
C -3.129 2.317 -1.021 -0.09 0.00 -0.05 -0.2219
C -2.087 2.831 -1.775 0.00 0.07 -0.06 -0.2067
C -0.806 2.861 -1.255 0.00 -0.02 0.09 -0.2174
H 0.008 3.256 -1.848 0.10 0.04 -0.09 0.2090
H -2.271 3.205 -2.771 -0.03 0.03 -0.09 0.2156
H -4.129 2.288 -1.427 -0.09 0.00 -0.03 0.2165
H -3.688 1.434 0.846 -0.08 -0.04 0.05 0.2168
H -1.416 1.489 1.767 0.07 -0.06 0.11 0.2096
H 1.547 2.018 -0.210 -0.06 0.07 0.03 0.2072
H 1.152 3.475 0.696 0.03 -0.13 -0.03 0.2160
H 0.999 3.536 2.804 -0.03 -0.09 -0.05 0.2104
H 0.224 2.186 3.652 0.07 0.13 -0.04 0.1961
H 2.426 2.838 4.705 0.01 -0.01 0.02 0.2326
H 3.243 2.362 3.193 -0.07 0.14 0.01 0.2184
H 0.382 0.079 -0.110 -0.05 0.03 -0.08 0.2185

---

Record 2
52
Properties=species:S:1:pos:R:3:forces:R:3:nbo_charge:R:1 method="wB97M-V/def2-TZVPD" energy_ha=-1582.35085 smiles="COc1ccc(NC(=S)N2CCC(c3nc4ccccc4[nH]3)CC2)c(OC)c1" homo_ev=-7.61 e_lumo_ha=0.0276 de_lowest_kj_mol=160.61
C 1.347 0.748 -5.626 -0.01 0.14 -0.12 -0.2512
H 1.639 1.680 -5.132 -0.02 -0.02 -0.01 0.1744
O 1.374 -0.339 -4.733 0.03 -0.22 0.22 -0.5144
C 0.570 -0.289 -3.633 -0.19 0.00 0.15 0.3955
C -0.308 0.737 -3.327 0.30 -0.12 -0.39 -0.3483
C -1.070 0.675 -2.170 -0.07 -0.17 0.05 -0.1921
C -0.959 -0.391 -1.299 0.14 0.15 -0.37 0.0524
C -0.077 -1.445 -1.621 -0.08 0.14 -0.03 0.3774
C 0.670 -1.388 -2.776 0.01 -0.07 -0.10 -0.3847
H 1.358 -2.169 -3.051 0.10 -0.13 0.02 0.2304
O -0.037 -2.478 -0.719 -0.23 0.52 -0.12 -0.5310
C 0.874 -3.526 -0.949 0.14 -0.24 -0.01 -0.2476
H 1.899 -3.153 -1.010 -0.02 0.00 -0.01 0.1845
H 0.779 -4.191 -0.092 0.05 0.01 -0.09 0.2004
H 0.627 -4.074 -1.864 0.02 0.04 0.03 0.1796
N -1.665 -0.544 -0.098 0.02 -0.57 0.75 -0.5934
C -2.143 0.382 0.764 -0.31 -0.12 -0.14 0.3406
N -2.386 -0.032 2.035 0.13 -0.02 -0.28 -0.4368
C -2.921 0.903 3.001 -0.25 0.40 0.18 -0.2305
C -1.776 1.633 3.723 -0.02 -0.14 -0.10 -0.4091
H -1.549 2.570 3.216 -0.06 0.07 0.02 0.2106
H -2.091 1.878 4.738 0.02 0.03 0.01 0.2176
C -0.544 0.717 3.776 -0.09 0.00 0.27 -0.2605
C 0.320 0.753 2.550 0.18 0.09 0.10 0.4039
N 1.131 -0.225 2.249 -0.08 -0.37 0.40 -0.5060
C 1.730 0.128 1.067 -0.19 0.67 -0.31 0.0756
C 2.662 -0.545 0.287 -0.02 0.05 0.03 -0.2150
C 3.056 0.050 -0.893 0.18 -0.15 0.00 -0.2311
C 2.547 1.285 -1.298 0.00 0.17 -0.05 -0.2172
C 1.632 1.978 -0.532 -0.01 0.11 -0.03 -0.2453
C 1.234 1.386 0.654 0.45 -0.49 -0.01 0.1573
N 0.360 1.769 1.639 0.13 0.12 0.23 -0.5621
H -0.259 2.562 1.581 -0.10 -0.19 0.01 0.4386
H 1.235 2.932 -0.844 -0.03 0.10 -0.08 0.2190
H 2.883 1.707 -2.233 0.01 0.04 -0.10 0.2107
H 3.775 -0.448 -1.527 0.06 -0.05 -0.06 0.2108
H 3.058 -1.496 0.607 0.05 -0.12 0.04 0.2154
C -1.031 -0.726 3.962 0.14 0.09 -0.09 -0.4059
H -0.180 -1.383 4.133 -0.06 -0.05 0.04 0.2462
C -1.756 -1.173 2.679 0.01 -0.55 0.14 -0.2298
H -2.519 -1.925 2.911 0.11 0.00 -0.03 0.2011
H -1.011 -1.620 2.020 -0.08 0.05 0.04 0.2248
H -1.692 -0.774 4.829 0.00 0.00 0.03 0.2049
H 0.083 1.002 4.629 -0.05 -0.03 -0.09 0.2398
H -3.522 0.329 3.710 0.04 -0.02 0.00 0.1944
H -3.570 1.613 2.486 0.04 -0.17 0.15 0.2573
S -2.512 1.940 0.307 -0.27 0.79 -0.29 -0.3171
H -1.529 -1.477 0.272 -0.08 0.16 0.04 0.4159
H -1.748 1.480 -1.945 -0.01 -0.09 0.00 0.2564
H -0.419 1.594 -3.970 0.02 0.08 -0.10 0.2190
H 2.072 0.510 -6.403 -0.06 0.06 0.03 0.1983
H 0.358 0.872 -6.079 0.03 0.01 0.03 0.1764